Density functional theory data (ωB97M-V/def2-TZVPD) for a structure of composition C20H25Cl2N5O6RhSSi.

XYZ file:
```
61
Properties=species:S:1:pos:R:3:lowdin_charge:R:1
Rh 1.118 -0.288 0.579 1.219
Cl 5.923 1.087 -1.031 0.580
Cl 5.509 -1.787 -1.391 0.582
S -1.931 1.351 2.284 0.604
Si 1.321 -4.279 -1.902 0.410
O -1.943 0.055 -2.181 0.030
O -2.662 0.227 1.745 -0.301
O -1.987 1.573 3.705 -0.309
O 2.999 0.353 -0.862 -0.079
O 3.337 -0.844 0.978 -0.100
O -0.257 -2.025 1.437 -0.051
N -0.790 -0.891 -0.421 0.048
N 1.715 1.680 1.485 0.023
N -0.429 1.206 1.729 -0.129
N -3.993 6.190 -0.494 0.078
N 0.374 3.263 2.652 0.144
C 5.229 -0.384 -0.329 -1.010
C -2.732 2.775 0.106 -0.039
C 2.558 -4.742 -3.233 -0.191
C 3.724 -0.262 -0.068 -0.874
C 1.595 -2.541 -1.352 -0.053
C -3.488 5.063 0.167 -0.331
C -2.445 -2.400 0.389 -0.098
C -2.991 -1.675 -0.837 -0.087
C -2.842 3.947 2.203 -0.066
C -3.313 5.074 1.547 -0.042
C -1.083 -1.781 0.541 -0.578
C -2.556 2.799 1.486 -0.292
C 1.506 -5.405 -0.421 -0.185
C 1.463 4.001 2.786 -0.137
C 2.716 3.645 2.303 -0.065
C 0.531 2.102 2.000 -0.459
C 2.786 2.435 1.633 -0.108
C -0.412 -4.439 -2.608 -0.180
C -3.194 3.901 -0.548 -0.027
C -1.866 -0.727 -1.256 -0.514
H 1.333 4.942 3.313 0.104
H 3.707 2.065 1.197 0.102
H 1.684 -1.691 -2.016 0.016
H 3.582 4.277 2.430 0.089
H -3.013 -2.212 1.300 0.112
H -2.342 -3.479 0.261 0.109
H -1.159 -4.358 -1.817 0.012
H -3.737 6.241 -1.468 0.080
H -3.808 7.061 -0.023 0.078
H -3.218 -2.334 -1.677 0.110
H 0.782 -5.139 0.351 0.028
H 2.511 -4.039 -4.066 0.028
H 1.349 -6.450 -0.697 0.025
H -0.613 -3.645 -3.329 0.032
H 5.751 -0.581 0.601 0.058
H -3.326 3.879 -1.623 0.111
H -3.878 -1.080 -0.625 0.116
H 2.501 -5.313 0.016 0.030
H -2.492 1.887 -0.462 0.099
H 3.576 -4.720 -2.842 0.021
H -2.677 3.950 3.271 0.108
H 2.361 -5.742 -3.624 0.023
H -3.542 5.972 2.109 0.103
H 1.734 -2.350 -0.290 -0.030
H -0.551 -5.399 -3.110 0.024
```

Energy above the lowest of the compared OMol25 structures with the same formula, charge and spin in kcal per mole: 2.08
Charge: -1
Spin multiplicity: 5
LUMO level (spin up / spin down) in eV: 2.61 / 2.15
<S²>: 6.01
E_HOMO (spin up / spin down) in eV: -5.7243 / -5.7104
HOMO-LUMO gap (spin up / spin down) in eV: 8.33 / 7.86

=====

Density functional theory data (ωB97M-V/def2-TZVPD) for a cluster of 17 separate species, C20H25Cl48O5PS in total in a non-equilibrium geometry.

XYZ file:
```
100
Properties=species:S:1:pos:R:3:lowdin_charge:R:1
Cl 3.355 6.597 -6.531 0.513
Cl -3.989 -3.333 3.747 0.540
Cl 1.124 -2.776 -9.618 0.529
Cl -2.691 7.975 4.782 0.490
Cl -2.162 -9.830 2.905 0.539
Cl 0.150 -5.514 2.062 0.555
Cl 6.037 2.400 -2.121 0.535
Cl -2.806 -0.875 2.746 0.579
Cl 0.129 3.784 3.357 0.548
Cl -0.283 -3.022 3.484 0.561
Cl -3.549 10.674 5.290 0.532
Cl -3.722 -2.518 -5.567 0.523
Cl 1.603 1.169 -6.848 0.527
Cl 3.309 2.883 -1.264 0.597
Cl -5.436 4.954 0.130 0.541
Cl 4.933 -4.920 8.014 0.530
Cl -0.621 -8.601 8.202 0.523
Cl 8.068 -1.628 -8.654 0.528
Cl 3.431 -3.833 -8.220 0.477
Cl -2.244 -7.305 6.174 0.465
Cl -5.959 7.783 0.685 0.491
Cl -3.077 -4.894 -4.026 0.518
Cl -3.944 -8.672 0.930 0.543
Cl 7.350 -0.826 -5.959 0.524
Cl 2.295 4.662 5.070 0.549
Cl -3.865 -2.831 0.888 0.588
Cl 0.021 -5.509 4.960 0.511
Cl -1.585 -5.892 8.621 0.521
Cl -0.462 5.043 5.900 0.540
Cl 1.982 3.400 -8.659 0.543
Cl -2.029 -0.942 8.218 0.533
Cl -0.031 5.361 0.499 0.551
Cl 5.896 -2.969 -7.272 0.475
Cl 2.685 -3.713 6.628 0.495
Cl 3.819 1.562 -3.791 0.515
Cl -2.202 6.134 2.287 0.497
Cl 5.434 5.750 -8.368 0.516
Cl 0.106 -1.744 6.423 0.478
Cl -3.183 -7.142 3.273 0.505
Cl -4.404 9.359 2.834 0.499
Cl 4.256 2.279 -7.229 0.507
Cl -1.392 0.682 5.894 0.510
Cl -1.564 7.772 -0.015 0.549
Cl -1.274 -3.976 -6.120 0.486
Cl -6.933 6.551 -1.762 0.531
Cl 2.270 -6.041 8.302 0.516
Cl 0.842 -5.125 -7.945 0.504
Cl 3.927 8.173 -8.901 0.528
S -1.144 -0.787 -1.427 0.576
P 0.780 1.201 1.718 0.847
O -0.588 -1.812 -0.361 -0.192
O -2.444 -0.327 -1.146 -0.256
O -0.594 1.946 1.153 -0.314
O 2.007 2.237 1.339 -0.330
O -1.072 -1.431 -2.677 -0.269
C -6.561 6.291 -0.058 -1.543
C 0.648 4.993 4.533 -1.517
C -2.421 -3.487 -4.869 -1.538
C 1.072 -0.223 0.587 -0.380
C 3.388 -5.218 7.216 -1.552
C -4.048 -2.099 2.475 -1.489
C 1.284 0.180 -0.862 -0.223
C -0.010 0.595 -1.543 -0.175
C 3.870 6.547 -8.218 -1.575
C -3.997 9.142 4.538 -1.524
C 7.463 -2.175 -7.090 -1.535
C -0.089 -1.189 0.813 -0.295
C -1.625 6.131 0.619 -1.507
C 1.914 -4.238 -9.029 -1.517
C -3.531 -8.755 2.639 -1.531
C 2.706 1.932 -7.991 -1.531
C -1.465 -0.957 6.546 -1.550
C -0.577 -4.764 3.482 -1.527
C 4.398 2.777 -2.649 -1.515
C -1.940 -7.466 7.904 -1.528
H -0.435 1.461 -1.095 0.082
H 0.286 -1.981 1.426 0.038
H -7.474 6.019 0.448 0.009
H -1.641 -4.912 3.437 -0.078
H 0.635 5.960 4.050 0.009
H 4.414 3.735 -3.146 0.013
H -2.171 -1.524 5.956 -0.015
H 2.137 -4.867 -9.876 0.012
H -1.891 -2.877 -4.152 -0.033
H -2.316 5.564 0.020 -0.007
H 0.178 0.800 -2.567 0.102
H -2.830 -7.856 8.371 0.010
H 1.677 -0.649 -1.411 0.119
H 2.876 1.243 -8.804 0.011
H 2.240 2.643 2.166 -0.002
H 1.965 -0.684 0.936 0.111
H 3.147 5.973 -8.773 -0.039
H 3.565 -5.860 6.367 0.011
H -0.867 -0.715 1.399 0.006
H -0.398 2.875 1.121 -0.076
H 1.985 0.981 -0.972 0.005
H -5.012 -1.617 2.521 0.015
H 8.162 -2.893 -6.691 0.010
H -4.381 -9.149 3.175 0.014
H -4.889 8.774 5.020 0.012
```

Spin multiplicity: 1
LUMO level in eV: 0.17
E_HOMO in eV: -8.6812
HOMO-LUMO gap in eV: 8.85

=====

Density functional theory data (ωB97M-V/def2-TZVPD) for an isolated molecule of C20H25ClN2O2 in a non-equilibrium geometry.

XYZ file:
```
50
Properties=species:S:1:pos:R:3:lowdin_charge:R:1
Cl -0.655 -4.016 -0.598 0.693
O 3.283 0.449 0.561 -0.011
O 4.458 -3.265 -0.715 0.014
N 5.042 -1.290 -1.113 0.172
N -3.652 0.409 0.406 -0.162
C 0.582 0.966 1.198 -0.238
C 4.066 -2.087 -0.778 -0.505
C 2.252 -0.489 0.232 -0.106
C 0.215 2.200 0.304 -0.103
C 0.361 -2.579 -0.350 -0.541
C 0.879 -0.352 0.514 -0.042
C -2.389 -0.036 1.117 -0.100
C -4.599 -0.724 0.159 -0.158
C -2.406 -1.269 -1.082 -0.272
C -0.134 -1.337 0.196 -0.058
C -3.210 1.108 -0.805 -0.163
C 1.721 1.336 2.167 -0.114
C 2.959 1.600 1.384 -0.264
C -1.683 -1.215 0.286 -0.209
C 2.636 2.840 0.528 -0.112
C -2.343 0.134 -1.706 -0.106
C 2.676 -1.621 -0.479 -0.036
C 1.480 2.644 -0.477 -0.149
C -3.884 -1.687 -0.777 -0.146
C 1.697 -2.641 -0.673 -0.041
H -4.146 1.318 -1.336 0.114
H -1.388 0.594 -1.958 0.104
H -0.109 0.703 2.065 0.150
H -2.062 -2.094 0.853 0.121
H 2.493 3.688 1.071 0.091
H -2.707 2.026 -0.562 0.090
H 2.165 -3.564 -1.029 0.118
H 3.493 2.950 -0.018 0.084
H -1.804 -2.005 -1.635 0.097
H 5.960 -1.648 -1.353 0.131
H 1.425 3.494 -1.195 0.126
H -2.910 0.105 -2.599 0.085
H -0.632 1.926 -0.379 0.087
H 3.776 1.703 2.088 0.153
H -2.527 -0.457 2.082 0.101
H -4.413 -1.639 -1.720 0.106
H -4.681 -1.336 1.157 0.147
H 1.310 2.061 2.725 0.092
H -3.848 -2.650 -0.300 0.099
H -0.091 3.097 0.891 0.132
H 1.790 1.928 -1.182 0.087
H -5.550 -0.465 -0.363 0.120
H 2.006 0.615 2.889 0.126
H 4.858 -0.301 -0.930 0.108
H -1.760 0.873 1.243 0.087
```

Energy above the lowest of the compared OMol25 structures with the same formula, charge and spin in kcal per mole: 80.60
Spin multiplicity: 1
LUMO level in eV: 0.48
E_HOMO in eV: -8.1716
HOMO-LUMO gap in eV: 8.65
Structure (SMILES): NC(=O)c1cc(Cl)c([C@H]2CN3CCC2CC3)c2c1O[C@H]1CCC[C@@H]2C1

=====

Density functional theory data (ωB97M-V/def2-TZVPD) for a structure of composition C20H25CrN10NiO15 in a non-equilibrium geometry.

XYZ file:
```
72
Properties=species:S:1:pos:R:3:lowdin_charge:R:1
Ni -5.242 -0.765 -1.907 0.607
Cr -0.543 0.344 -1.113 1.170
O 2.528 -2.086 -2.061 0.075
O -1.648 -1.313 -0.464 -0.072
O -3.728 -0.519 -3.265 -0.015
O 0.653 -0.965 -2.524 -0.051
O 1.380 -0.504 -0.914 -0.109
O -0.077 0.874 0.891 -0.111
O -2.899 -1.616 1.130 0.086
O -2.161 1.481 -0.527 -0.112
O -1.332 0.312 2.485 0.029
O -1.765 0.099 -2.796 -0.103
O -3.657 -1.889 -0.767 -0.010
O -3.438 1.331 1.080 0.088
O -2.529 0.337 -4.717 0.106
O -4.229 1.092 -0.833 -0.023
O 0.584 1.184 2.863 0.032
N 1.243 2.105 -3.261 0.037
N -2.697 -1.711 -0.018 -0.581
N 1.631 -1.239 -1.847 -0.503
N -0.210 -2.611 2.881 0.103
N -0.219 0.743 2.138 -0.563
N -3.298 1.471 -0.098 -0.525
N 3.574 1.633 2.364 0.037
N 0.168 4.176 2.780 0.019
N -2.672 -0.037 -3.613 -0.560
N -0.576 -6.655 -2.521 0.014
C 1.688 -2.357 1.688 -0.017
C 0.881 5.181 2.223 -0.181
C -0.035 2.257 -3.654 -0.106
C -2.214 -5.504 -1.440 -0.095
C 0.865 -3.317 1.034 0.045
C 4.488 2.481 1.854 -0.146
C -1.568 -7.504 -2.324 -0.173
C 1.144 -2.129 2.971 0.074
C -0.388 -3.327 1.751 0.026
C 3.260 0.794 1.385 -0.176
C -0.646 2.971 -2.639 -0.101
C 4.773 2.101 0.571 -0.129
C 0.208 3.019 -1.567 -0.131
C -0.862 4.695 3.520 -0.111
C -0.929 -5.446 -1.935 -0.140
C -2.613 -6.844 -1.708 -0.113
C 3.987 1.052 0.274 -0.138
C 1.372 2.438 -1.931 -0.116
C -0.699 6.097 3.508 -0.097
C 0.357 6.358 2.598 -0.140
H 0.727 7.282 2.178 0.091
H -1.513 -8.528 -2.662 0.112
H -1.475 4.090 4.171 0.104
H 4.084 0.455 -0.620 0.104
H -1.313 -3.831 1.511 0.143
H 0.287 -6.848 -3.010 0.156
H 3.260 1.627 3.324 0.157
H -2.838 -4.777 -0.943 0.085
H 0.965 -3.654 0.012 0.105
H 0.188 3.633 -0.679 0.125
H -3.571 -7.280 -1.469 0.088
H 2.352 2.359 -1.484 0.116
H -1.338 6.862 3.924 0.082
H -1.603 3.466 -2.713 0.124
H 5.109 3.014 2.559 0.111
H 1.765 4.945 1.649 0.108
H 2.003 1.749 -3.823 0.165
H -0.924 -2.589 3.595 0.173
H -0.342 -4.539 -1.907 0.092
H 2.631 -2.045 1.264 0.112
H 5.591 2.600 0.072 0.103
H 2.444 0.144 1.664 0.072
H -0.270 1.952 -4.663 0.130
H 0.428 3.208 2.656 0.101
H 1.441 -1.579 3.852 0.140
```

Energy above the lowest of the compared OMol25 structures with the same formula, charge and spin in kcal per mole: 81.00
Spin multiplicity: 6
LUMO level (spin up / spin down) in eV: -2.52 / -4.41
<S²>: 8.82
E_HOMO (spin up / spin down) in eV: -7.6952 / -7.6952
HOMO-LUMO gap (spin up / spin down) in eV: 5.18 / 3.29

=====

| no. | energy (Ha) |
| --- | --- |
| 1 | -3221.0652 |
| 2 | -23981.9420 |
| 3 | -1497.2079 |
| 4 | -5005.1298 |